The following is a DFT calculation (the ωB97M-V functional and the def2-TZVPD basis) of a cluster of 14 separate species, H28O14 in total.

Geometry (Å):
H (0.59254, 0.17314, -1.45019)
H (-0.20875, -0.18769, -0.21012)
H (-2.15347, 4.39998, 0.62574)
H (-1.12088, 3.45011, 1.21016)
H (2.25985, 4.40470, -0.32118)
H (3.22696, 3.38947, 0.26538)
H (3.55880, 0.90864, -3.44277)
H (3.11899, 2.17726, -2.73057)
H (-1.36159, -1.78829, -0.53896)
H (-2.07428, -0.58566, 0.05753)
H (1.89853, 3.47811, 3.67072)
H (2.51484, 2.81936, 2.44751)
H (0.38327, 0.21367, -4.34017)
H (0.04676, -0.94885, -3.42074)
H (0.98084, -3.27320, -2.25722)
H (0.22139, -1.98037, -2.00849)
H (4.48772, -1.30897, 2.37925)
H (3.59769, -1.62960, 1.18967)
H (-4.31750, 1.30324, 1.14917)
H (-3.34281, 0.69768, 2.14582)
H (0.28263, -0.73614, 2.46199)
H (0.92404, -0.22886, 3.74313)
H (-3.52333, -2.40993, 1.52923)
H (-3.48229, -2.91083, 2.96361)
H (-2.84870, -1.41294, -4.13640)
H (-3.32498, -0.03194, -4.55598)
H (-0.77148, -5.18719, 2.05288)
H (-1.10155, -3.73107, 1.76859)
O (0.32672, 0.51784, -0.59024)
O (-2.06781, 3.54145, 1.05536)
O (3.19958, 4.20160, -0.25297)
O (2.80948, 1.50791, -3.35120)
O (-2.20199, -1.51767, -0.15232)
O (1.70941, 2.83665, 2.97664)
O (-0.16370, -0.57803, -4.28514)
O (1.08597, -2.31522, -2.27184)
O (4.52274, -1.58661, 1.45692)
O (-3.90600, 1.46712, 2.00521)
O (1.13264, -0.66898, 2.91140)
O (-2.94656, -2.46230, 2.29967)
O (-2.94318, -0.51044, -3.81149)
O (-0.36520, -4.31629, 1.97907)

Forces on atoms 1 to 3 (eV/Å):
H 0.2 0.2 0.0
H 0.3 0.2 0.1
H 0.0 -0.1 0.0

Results
Largest force on an atom in Eh/bohr: 0.012
Total energy in eV: -29118.30540
Molar mass in g/mol: 252.2
LUMO energy in Ha: -0.008

---

The following is a DFT calculation (the ωB97M-V functional and the def2-TZVPD basis) of a cluster of 15 separate species, H28O18S in total.

Geometry (Å):
S (0.21268, -0.08715, 0.05255)
O (-1.15032, 0.07085, 0.57155)
O (1.04668, -0.61215, 1.12555)
O (0.20668, -1.02615, -1.08945)
O (0.78968, 1.17185, -0.36145)
O (-1.37232, 2.54485, 1.67855)
H (-1.01732, 3.30385, 1.20955)
H (-1.13532, 1.73585, 1.18955)
O (2.71068, 1.09885, -2.00545)
H (2.31568, 1.51985, -2.76245)
H (2.07668, 1.22685, -1.30545)
O (-2.65432, -1.84515, 0.51155)
H (-3.55432, -1.51115, 0.64155)
H (-2.15932, -0.98815, 0.53855)
O (-2.14532, -0.13215, 2.99755)
H (-1.36132, -0.03515, 3.58855)
H (-1.80232, 0.14785, 2.13255)
O (3.42268, -1.33715, 1.30155)
H (3.72968, -1.28315, 0.39855)
H (2.48968, -1.07815, 1.26155)
O (0.23068, 3.11285, -2.02945)
H (0.35268, 2.31785, -1.48245)
H (-0.70932, 3.15285, -2.06645)
O (-1.36132, 0.69585, -2.83345)
H (-2.20332, 0.22285, -2.75045)
H (-0.65032, 0.13885, -2.60845)
O (0.82768, -2.04715, 3.17455)
H (0.93768, -1.59715, 2.31955)
H (0.07368, -2.62215, 3.01155)
O (1.32268, -3.42515, -0.18845)
H (0.97268, -2.54115, -0.26645)
H (1.77668, -3.47115, 0.63455)
O (-3.42332, 0.91785, -0.22745)
H (-2.52632, 0.72885, 0.05655)
H (-3.95432, 0.92385, 0.59855)
O (1.50768, 3.36685, 0.68455)
H (0.72768, 3.86585, 0.46255)
H (1.26568, 2.51285, 0.21255)
O (1.73168, 1.22185, 2.74955)
H (1.47468, 1.91785, 2.13855)
H (1.39668, 0.46785, 2.28355)
O (1.46568, -1.91115, -3.26345)
H (1.28768, -1.59915, -2.35845)
H (0.64168, -1.85915, -3.70745)
O (-1.20032, -2.68315, -2.37345)
H (-0.62332, -1.94915, -1.96345)
H (-1.99032, -2.74415, -1.88245)

Forces on atoms 1 to 3 (eV/Å):
S 0.6 -2.2 -0.7
O 0.8 1.4 -0.3
O -0.9 -0.4 -0.7

Results
Net charge: -2
Largest force on an atom in Eh/bohr: 0.052
Total energy in eV: -48148.40490
Molar mass in g/mol: 348.3
LUMO energy in Ha: 0.184

---

The following is a DFT calculation (the ωB97M-V functional and the def2-TZVPD basis) of a structure of composition H29O15.

Geometry (Å):
O (-0.58576, -2.60121, -0.72486)
H (-2.76141, -3.38914, 0.37062)
H (-2.30725, 2.60418, -4.30802)
O (0.50482, -0.75192, 0.90059)
H (0.39204, 0.37609, 0.49303)
H (2.15066, 4.73581, 2.54596)
O (-1.73092, 3.30561, -4.05763)
H (1.85917, 3.70984, 1.37233)
H (-5.29582, -0.46835, -2.22194)
O (-1.63311, -3.26794, -2.87380)
H (2.74276, 4.63643, -0.44407)
H (-0.84556, -2.94021, -2.36016)
O (4.27807, -2.40588, 1.03893)
H (3.93289, -1.77718, 1.66571)
H (-0.89932, -2.01594, 2.45343)
O (1.30898, 2.47861, -1.89249)
H (-0.44359, -0.77519, 0.84146)
H (1.47484, 1.50944, -1.88279)
O (-3.37966, -0.95138, 0.56842)
H (5.07588, -1.93141, 0.71156)
H (0.06680, -1.92506, -0.28953)
O (-3.39460, -3.91056, -0.00376)
H (-3.30488, -1.44855, 1.37942)
H (-0.64927, -3.30877, -0.06049)
O (0.25447, 1.61537, 0.27898)
H (-1.83712, -3.30798, 2.15378)
H (-1.91039, 3.93770, -3.40093)
O (2.79475, 3.71003, -0.13255)
H (-1.27131, -3.63790, -3.69636)
O (0.57746, 0.43401, 3.12837)
H (1.12336, 1.21779, 3.17901)
H (2.31575, 3.09334, -0.82557)
O (4.89091, 1.68024, 1.25771)
H (3.94885, 1.65708, 1.14637)
H (5.08236, 1.68865, 2.17517)
O (-1.11311, -2.76243, 1.92807)
H (-2.39020, -0.95720, 0.44561)
H (-3.11274, -4.41764, -0.74228)
O (-4.38582, -0.82467, -2.47392)
H (-0.56385, 1.94436, 0.68890)
H (0.93591, -0.07379, 2.33142)
O (1.45052, 4.26227, 2.12995)
H (-4.05535, -1.03881, -1.61240)
H (0.70977, 2.29224, -1.18124)

Forces on atoms 1 to 3 (eV/Å):
O 1.5 1.0 1.1
H 2.9 2.1 0.5
H -1.1 -0.2 0.8

Results
Net charge: -1
Largest force on an atom in Eh/bohr: 0.086
Total energy in eV: -31183.84938
Molar mass in g/mol: 269.2
LUMO energy in Ha: 0.097

---

The following is a DFT calculation (the ωB97M-V functional and the def2-TZVPD basis) of a cluster of 2 separate species, H2I2P2 in total.

Geometry (Å):
P (0.13013, -0.53339, -0.48704)
P (-1.10573, -0.48176, -2.27290)
I (0.64802, -0.75267, -3.92415)
I (-1.68372, 3.04572, -1.90028)
H (1.15453, 0.39032, -0.43680)
H (-0.76137, 0.26395, 0.18793)

Forces on atoms 1 to 3 (eV/Å):
P -0.5 -1.2 0.1
P 0.8 1.8 0.0
I -0.4 0.1 0.3

Results
Largest force on an atom in Eh/bohr: 0.038
Total energy in eV: -34809.66159
Molar mass in g/mol: 317.8
LUMO energy (alpha / beta) in Ha: -0.118 / -0.118

---

The following is a DFT calculation (the ωB97M-V functional and the def2-TZVPD basis) of the molecule H2INO2S.

Geometry (Å):
N (-0.66332, -0.06520, 0.04638)
O (0.72998, -0.29231, 1.96998)
O (-1.40782, 0.32625, -1.16253)
S (0.87331, 0.47910, 0.80102)
I (2.52341, -0.62686, -0.56477)
H (-1.67665, 1.19687, -0.86607)
H (-0.37891, -1.01785, -0.22400)

Forces on atoms 1 to 3 (eV/Å):
N -0.5 -1.4 -0.8
O 0.0 -1.6 2.6
O 2.0 0.4 1.3

Results
Largest force on an atom in Eh/bohr: 0.072
Total energy in eV: -24550.25987
Molar mass in g/mol: 207.0
LUMO energy in Ha: -0.027

---

The following is a DFT calculation (the ωB97M-V functional and the def2-TZVPD basis) of a cluster of 2 separate species, H2IO2PS in total.

Geometry (Å):
O (1.89526, 0.15993, -0.12551)
O (-0.90145, -0.24226, -1.37203)
P (-1.61105, -0.32819, -0.08694)
S (-1.77020, -1.83351, 1.14210)
I (-2.49946, 1.89909, 0.59947)
H (2.56406, 0.62842, -0.71116)
H (2.32285, -0.28347, 0.55407)

Forces on atoms 1 to 3 (eV/Å):
O -0.5 2.2 -3.1
O -0.8 0.1 0.7
P 0.5 -0.5 0.6

Results
Largest force on an atom in Eh/bohr: 0.075
Total energy in eV: -32352.76695
Molar mass in g/mol: 224.0
LUMO energy in Ha: -0.055